The following is a DFT calculation (ωB97M-V/def2-TZVPD) of a 2-piece molecular cluster, C4H6F5NO2S overall.

The molecular weight is 227.15 g/mol. Its max |F| is 4.41 eV/A. Its relative energy (zero: lowest compared OMol25 entry of this formula, charge and spin) is 35.2 kcal per mole. Its electronic energy is -34249.8274 eV. The LUMO energy is -0.43 eV. The spin multiplicity is 1. The HOMO energy is -10.88 eV.

Each line ends with the Mulliken charge.
CARTESIAN COORDINATES (ANGSTROEM)
S -0.211 -0.279 -1.738  1.13
F 0.453 2.716 2.145  -0.25
F 0.794 -2.160 1.754  -0.25
F 1.949 -0.871 0.480  -0.22
F -0.836 0.561 2.164  -0.30
F 2.419 1.641 1.981  -0.27
O 0.306 1.005 -1.397  -0.65
O 0.588 -0.994 -2.697  -0.62
N -0.573 -1.123 -0.350  -0.55
C 0.806 -0.980 1.111  0.59
C -1.961 -0.199 -2.390  -0.89
C 1.116 1.695 1.589  0.50
C 0.466 0.243 2.008  0.11
H 0.886 -0.097 3.086  0.29
H -2.555 0.500 -1.840  0.33
H -1.911 0.019 -3.457  0.34
H -2.291 -1.292 -2.257  0.29
H -0.543 -2.131 -0.587  0.29
H 1.100 1.748 0.394  0.12

***

The following is a DFT calculation (ωB97M-V/def2-TZVPD) of a 2-piece molecular cluster, C13H18N7O5 overall.

The molecular weight is 352.33 g/mol. Its max |F| is 2.45 eV/A. As for the net charge: -1. Its electronic energy is -34445.4542 eV. The LUMO energy is 2.62 eV. The spin multiplicity is 1. The HOMO energy is -4.91 eV.

Each line ends with the Mulliken charge.
CARTESIAN COORDINATES (ANGSTROEM)
O -2.347 3.885 -0.886  -0.72
O 0.672 -0.722 0.275  -0.73
O 0.130 -1.178 -1.804  -0.92
O 0.585 5.558 2.577  -0.70
O -2.565 -3.037 2.812  -0.71
N -1.283 -3.352 0.978  -0.49
N 0.029 -3.791 -0.798  -0.47
N -0.132 4.363 0.852  -0.06
N -0.986 4.015 -2.619  -0.10
N 0.329 -6.714 0.432  -0.10
N -0.598 -7.177 2.394  -0.76
N -1.496 -4.939 2.773  -0.08
C -0.023 3.526 -0.354  0.31
C 0.326 -0.368 -0.869  0.37
C 0.230 1.129 -1.196  -0.20
C -1.793 -3.742 2.190  0.10
C 2.287 4.543 1.283  -0.96
C -0.269 -5.538 0.853  0.14
C 0.842 4.846 1.619  0.69
C 0.095 -7.679 1.398  -0.26
C 0.010 2.033 0.031  -0.57
C 0.290 4.016 -3.335  -0.82
C -0.514 -4.190 0.373  0.30
C -0.809 -5.857 2.048  0.91
C -1.198 3.822 -1.311  0.05
H 1.160 1.435 -1.681  0.07
H -0.587 1.281 -1.905  0.28
H 0.118 4.233 -4.390  0.34
H -1.071 4.589 1.146  0.24
H 0.925 -4.185 -1.019  0.22
H 2.441 3.465 1.291  0.29
H 0.432 -8.710 1.340  0.39
H 2.923 5.003 2.037  0.31
H 2.524 4.953 0.305  0.26
H 0.768 3.038 -3.258  0.25
H 0.795 -6.866 -0.461  0.19
H -2.103 -5.244 3.517  0.27
H -0.064 -2.769 -0.951  0.36
H -0.929 1.762 0.515  0.24
H 0.823 1.872 0.738  0.25
H 0.908 3.756 -0.863  0.28
H 0.953 4.779 -2.923  0.27
H -1.828 4.158 -3.155  0.27

***

- The highest max |F| belongs to which entry?
  C4H6F5NO2S